1.
Here is a single C5H9NO molecule from the OMol25 dataset. Energies are from ωB97M-V/def2-TZVPD.

Last column: Löwdin charge in e.
Atoms and positions in Å:
C -1.4474 -0.0331 1.2951  -0.06
C -1.2490 0.0118 -0.2008  -0.33
N -0.9155 1.3323 -0.7451  0.06
C 0.0477 0.2460 -0.8797  -0.31
C 1.3559 0.3150 -0.1402  -0.12
C 2.0433 -1.0294 -0.1476  -0.25
O 1.5887 -2.0218 -0.6669  0.05
H -0.7244 0.6110 1.8041  0.07
H -2.4460 0.3387 1.5569  0.08
H -1.3523 -1.0494 1.6905  0.08
H -1.9269 -0.6264 -0.7701  0.14
H -1.3919 1.5078 -1.6251  0.09
H 0.1349 -0.2091 -1.8654  0.14
H 1.2181 0.6196 0.9055  0.11
H 2.0379 1.0589 -0.5750  0.13
H 3.0269 -1.0719 0.3637  0.12

HOMO-LUMO gap, eV: 10.670
E_LUMO, eV: 1.06
Relative energy (zero: lowest compared OMol25 entry of this formula, charge and spin), eV: 1.9939
Calculated total energy, eV: -8867.2187
HOMO, eV: -9.61

2.
Here is 2 unconnected molecules or ions with the total composition C6H10N from the OMol25 dataset. Energies are from ωB97M-V/def2-TZVPD.

Last column: Löwdin charge in e.
Atoms and positions in Å:
C -2.2661 0.4337 0.0993  -0.04
C -1.2702 -0.3954 0.0378  -0.23
C 1.3599 -0.1545 0.5952  0.04
C 0.1872 -0.3251 0.2346  0.11
C -3.1852 1.2706 -0.0733  0.08
C -1.6227 -1.8734 -0.2340  -0.04
N 3.5662 0.9881 -0.2597  0.08
H 1.8965 -0.3888 1.5391  0.14
H 2.2076 0.7463 0.3270  0.11
H -3.7182 1.8180 0.7742  0.13
H -3.5685 1.5341 -1.0561  0.10
H 3.7174 1.5345 -1.1469  0.12
H -1.6289 -2.4659 0.6075  0.05
H -1.0123 -2.3994 -0.9586  0.08
H -2.6815 -1.9218 -0.7293  0.13
H 4.0469 1.4677 0.5455  0.12
H 3.9718 0.1314 -0.3024  0.03

HOMO-LUMO gap, eV: 8.365
E_LUMO, eV: -5.12
Relative energy (zero: lowest compared OMol25 entry of this formula, charge and spin), eV: 4.3985
Calculated total energy, eV: -7861.9496
Charge: +1
HOMO, eV: -13.48

3.
Here is 3 unconnected molecules or ions with the total composition C4H14N2O4 from the OMol25 dataset. Energies are from ωB97M-V/def2-TZVPD.

Last column: Mulliken spin population.
Atoms and positions in Å:
O -0.4863 1.5978 -0.1825  0.21
C -0.7559 0.3651 -0.3149  0.58
C 0.5034 -0.5347 -0.0650  0.00
C 0.2049 -1.4037 1.2229  0.28
O -0.5974 -2.4771 0.7243  -0.10
N 1.7182 0.2464 0.1101  -0.02
C 2.1528 0.7758 -1.2283  -0.02
N 3.0034 1.9212 -1.0785  0.01
H -1.7041 -0.0980 -0.5854  0.06
H 0.6921 -1.2202 -0.9126  0.04
H 1.1828 -1.7835 1.5144  -0.02
H -0.3993 -0.8071 1.9261  -0.09
H -0.3108 -3.3219 1.0833  0.02
H 1.4863 1.0680 0.6604  0.00
H 2.6718 -0.0419 -1.6983  0.00
H 1.3189 1.1209 -1.8623  0.02
H 3.9886 1.6945 -0.9968  0.00
H 2.9177 2.4553 -0.2143  0.00
H -3.1759 -2.5346 -0.8370  0.00
H -2.9025 -2.5501 0.7412  0.01
O -3.3341 -2.1010 0.0076  0.02
H -2.9227 3.2577 0.8563  0.00
H -2.2103 2.0686 0.3264  0.00
O -3.0416 2.3026 0.8028  0.01

Spin multiplicity: 2
HOMO-LUMO gap (spin up / spin down), eV: 3.406 / 7.089
E_LUMO (spin up / spin down), eV: 3.44 / 3.25
Relative energy (zero: lowest compared OMol25 entry of this formula, charge and spin), eV: 0.6905
Calculated total energy, eV: -15543.3691
Charge: -1
HOMO (spin up / spin down), eV: 0.03 / -3.84

4.
Here is a molecular structure, C25H28FN3O6SSr from the OMol25 dataset. Energies are from ωB97M-V/def2-TZVPD.

Last column: Löwdin charge in e.
Atoms and positions in Å:
Sr 4.1167 -1.8924 0.0804  1.76
F -1.7961 1.5363 2.4032  0.08
C -1.3719 1.4163 1.1300  -0.18
C -0.2064 0.7465 0.8990  0.10
C 0.2718 0.5779 -0.4031  -0.04
C 1.4746 -0.2052 -0.6369  -0.28
O 2.0739 -0.8318 0.2638  -0.11
C 1.9285 -0.1935 -2.0028  -0.01
C 1.2256 0.4141 -2.9870  0.07
N 0.0609 1.0611 -2.7602  0.01
C -0.6441 1.6571 -3.8768  -0.26
C -0.7536 3.1521 -3.9640  -0.09
C 0.1136 2.4041 -4.9289  -0.07
C -0.4391 1.1540 -1.4719  -0.10
C -1.6404 1.8212 -1.2055  0.07
C -2.1443 1.9534 0.0805  -0.13
N -3.3683 2.6235 0.2705  -0.09
C -4.5271 2.2200 -0.5152  -0.12
C -5.2796 3.4843 -0.9617  -0.07
N -4.9985 4.5690 0.0336  0.06
C -5.0020 4.0207 1.4239  -0.07
C -3.7692 3.1147 1.5898  -0.12
C 3.3137 -0.7654 -2.0482  -0.55
O 3.5183 -1.9732 -1.9900  -0.08
O 4.1761 0.1701 -1.8368  0.10
H 0.3566 0.3263 1.7221  0.15
H 1.5709 0.4094 -4.0111  0.16
H -1.4898 1.0649 -4.2074  0.16
H -0.2493 3.7292 -3.1999  0.12
H -1.6816 3.5845 -4.3126  0.11
H 1.1839 2.5222 -4.8271  0.12
H -0.2206 2.2883 -5.9494  0.12
H -2.1853 2.2683 -2.0244  0.11
H -5.1849 1.5760 0.0812  0.14
H -4.2244 1.6523 -1.3891  0.13
H -6.3532 3.3104 -0.9988  0.14
H -4.9466 3.8309 -1.9380  0.14
H -5.6698 5.3302 -0.0670  0.19
H -4.0651 4.9421 -0.1477  0.19
H -5.9321 3.4717 1.5558  0.14
H -4.9802 4.8373 2.1410  0.14
H -4.0228 2.3143 2.2890  0.14
H -2.9441 3.6823 2.0165  0.14
C -0.5211 -3.7545 3.0069  -0.03
C 0.9558 -3.7117 2.7422  -0.24
C 1.8481 -3.3728 3.7564  -0.01
C 3.2175 -3.3896 3.5385  -0.05
C 3.7048 -3.7594 2.2939  -0.44
C 2.8267 -4.0864 1.2594  -0.15
C 1.4627 -4.0567 1.4880  -0.01
S 5.4857 -3.8011 2.0034  1.00
C 5.6836 -5.5840 1.8376  -0.19
O 5.6003 -3.2862 0.5957  -0.74
H -0.7759 -3.2048 3.9111  0.08
H -0.8339 -4.7908 3.1497  0.10
H -1.0908 -3.3482 2.1716  0.08
H 1.4642 -3.0953 4.7298  0.13
H 3.9010 -3.1284 4.3378  0.12
H 3.2042 -4.4506 0.3052  0.12
H 0.7782 -4.3294 0.6942  0.13
H 5.0160 -5.9542 1.0625  0.07
H 5.4763 -6.0556 2.7971  0.08
H 6.7214 -5.7457 1.5489  0.07
O 5.1438 -0.0793 0.3367  -0.31
O 5.4365 -0.3907 -0.8853  -0.20

HOMO-LUMO gap, eV: 8.473
E_LUMO, eV: -5.09
Relative energy (zero: lowest compared OMol25 entry of this formula, charge and spin), eV: 3.4221
Calculated total energy, eV: -57504.3231
Charge: +2
HOMO, eV: -13.57

5.
Here is 11 unconnected molecules or ions with the total composition C22H35BrN10OP from the OMol25 dataset. Energies are from ωB97M-V/def2-TZVPD.

Last column: Löwdin charge in e.
Atoms and positions in Å:
O 0.3014 -4.9030 2.8335  -0.03
C -0.1337 -4.6894 1.6710  -0.79
Br 0.7888 -3.3473 0.5597  0.76
C -1.4335 -5.5215 1.2392  -0.31
P -2.9065 -4.3075 1.4382  1.05
H -1.3891 -5.9718 0.1931  0.11
H -1.6298 -6.3716 1.9963  0.12
H -4.1464 -4.8929 1.0309  0.00
H -2.9817 -4.0455 2.8503  0.04
H -2.5613 -3.0996 0.7593  0.02
C -6.9525 -4.4894 3.7433  -0.09
C -6.3311 -3.5136 2.8476  -0.29
N -5.8416 -2.7488 2.1379  0.11
H -6.8139 -4.2192 4.7934  0.09
H -8.0278 -4.5683 3.5688  0.09
H -6.5287 -5.4844 3.6057  0.04
C 2.6832 -1.6606 3.4726  -0.09
C 3.0897 -0.2611 3.6229  -0.25
N 3.4082 0.8387 3.7409  0.14
H 3.5395 -2.3112 3.2781  0.02
H 2.1899 -2.0355 4.3732  0.09
H 1.9844 -1.7888 2.6420  0.01
C 4.3514 2.6837 0.7881  -0.08
C 5.1124 3.8230 0.2685  -0.26
N 5.7096 4.7185 -0.1397  0.13
H 4.6347 1.7518 0.2929  0.08
H 4.5156 2.5443 1.8593  0.06
H 3.2772 2.8166 0.6397  0.08
C 3.5170 6.8510 -1.3359  -0.08
C 2.1920 7.3139 -1.7605  -0.26
N 1.1511 7.6781 -2.0935  0.13
H 3.6619 6.9775 -0.2607  0.05
H 3.6646 5.7925 -1.5600  0.06
H 4.3162 7.4020 -1.8373  0.09
C 4.1728 -5.8966 2.0342  -0.07
C 4.6051 -4.4983 2.1036  -0.24
N 4.9477 -3.4000 2.1581  0.14
H 4.5222 -6.3808 1.1199  0.05
H 4.5572 -6.4776 2.8763  0.09
H 3.0835 -5.9827 2.0508  0.06
C -0.3702 5.9643 -4.3566  -0.10
C -0.8298 5.3120 -5.5864  -0.28
N -1.1909 4.7991 -6.5525  0.12
H -1.1224 6.6491 -3.9588  0.08
H -0.1491 5.2355 -3.5735  0.08
H 0.5393 6.5450 -4.5245  0.07
C 2.3273 -9.6132 1.1551  -0.07
C 2.9270 -8.6393 0.2382  -0.27
N 3.3980 -7.8753 -0.4833  0.14
H 2.4825 -9.3305 2.1992  0.08
H 1.2495 -9.7013 0.9989  0.08
H 2.7572 -10.6085 1.0209  0.09
C -8.1505 -5.4493 -0.4051  -0.05
C -7.3647 -5.9569 0.7227  -0.24
N -6.7485 -6.3562 1.6106  0.13
H -7.5569 -4.7917 -1.0444  0.09
H -8.5238 -6.2623 -1.0323  0.09
H -9.0168 -4.8767 -0.0654  0.09
C -1.7077 7.8763 -8.2355  -0.08
C -1.2717 9.2740 -8.1690  -0.28
N -0.9290 10.3716 -8.1168  0.12
H -1.3571 7.3884 -9.1479  0.08
H -1.3285 7.2959 -7.3921  0.04
H -2.7971 7.7937 -8.2219  0.08
C 1.9864 9.9006 1.4505  -0.07
C 2.2371 8.4904 1.7592  -0.27
N 2.4341 7.3809 2.0022  0.13
H 1.0806 10.2641 1.9413  0.08
H 2.8117 10.5365 1.7794  0.08
H 1.8607 10.0603 0.3768  0.08

HOMO-LUMO gap, eV: 7.773
E_LUMO, eV: -4.47
Calculated total energy, eV: -119649.5316
Charge: +1
HOMO, eV: -12.24

6.
Here is a molecular structure, C16H25Cl2NTi from the OMol25 dataset. Energies are from ωB97M-V/def2-TZVPD.

Last column: Mulliken spin population.
Atoms and positions in Å:
Ti -0.7237 0.4115 -0.0680  0.88
Cl 0.7761 1.8988 -1.0530  0.00
Cl -2.1165 0.2694 1.7362  0.01
C -2.0033 0.8441 -1.2457  0.10
H -3.0476 0.7558 -0.9193  0.00
H -1.8884 1.2003 -2.2663  0.01
C -0.0504 -1.2394 -0.9536  0.06
C -1.3867 -0.9529 -1.2747  -0.04
H 0.6968 -0.6086 -1.4515  0.00
C -1.6992 -1.3908 -2.7810  0.04
H -2.1335 -1.4601 -0.6476  -0.01
C -1.2211 -2.8193 -3.0785  0.00
H -2.7710 -1.2740 -2.9748  0.00
H -1.1807 -0.6702 -3.4276  -0.01
C 0.1346 -3.1859 -2.4591  0.00
H -1.9800 -3.5208 -2.7126  0.00
H -1.1691 -2.9587 -4.1630  0.00
C 0.3066 -2.6919 -1.0053  -0.01
H 0.2802 -4.2698 -2.5082  0.00
H 0.9284 -2.7297 -3.0638  -0.01
H -0.3556 -3.2597 -0.3343  0.00
H 1.3334 -2.8556 -0.6592  0.00
C 2.9949 3.6424 2.0559  0.00
N 1.6319 3.8162 2.6225  0.01
C 1.0828 5.1574 2.2806  0.00
C 0.6520 2.7161 2.2394  0.05
C 1.1896 1.3541 2.5630  -0.04
C 1.9485 1.1735 3.7395  0.00
C 2.5473 -0.0613 3.9978  0.00
C 2.3430 -1.1289 3.1217  0.00
C 1.5172 -0.9603 1.9905  -0.01
C 0.9445 0.2672 1.7393  -0.04
H 2.9171 3.5524 0.9682  0.00
H 3.4646 2.7568 2.4849  0.00
H 3.5737 4.5320 2.3245  0.00
H 1.7111 3.7665 3.6481  -0.01
H 1.0183 5.2372 1.1905  0.00
H 0.0901 5.2533 2.7295  0.00
H 1.7585 5.9195 2.6800  0.00
H -0.2789 2.9407 2.7817  -0.01
H 0.4556 2.8483 1.1679  -0.02
H 2.0912 1.9933 4.4535  0.00
H 3.1698 -0.1835 4.8871  0.00
H 2.8104 -2.0950 3.3208  0.00
H 1.3300 -1.8091 1.3295  0.00

Spin multiplicity: 2
HOMO-LUMO gap (spin up / spin down), eV: 2.911 / 4.829
E_LUMO (spin up / spin down), eV: 2.06 / 2.04
Calculated total energy, eV: -66644.7260
Charge: -1
HOMO (spin up / spin down), eV: -0.86 / -2.79

Repeat the third record exactly.
Here is 3 unconnected molecules or ions with the total composition C4H14N2O4 from the OMol25 dataset. Energies are from ωB97M-V/def2-TZVPD.

Last column: Mulliken spin population.
Atoms and positions in Å:
O -0.4863 1.5978 -0.1825  0.21
C -0.7559 0.3651 -0.3149  0.58
C 0.5034 -0.5347 -0.0650  0.00
C 0.2049 -1.4037 1.2229  0.28
O -0.5974 -2.4771 0.7243  -0.10
N 1.7182 0.2464 0.1101  -0.02
C 2.1528 0.7758 -1.2283  -0.02
N 3.0034 1.9212 -1.0785  0.01
H -1.7041 -0.0980 -0.5854  0.06
H 0.6921 -1.2202 -0.9126  0.04
H 1.1828 -1.7835 1.5144  -0.02
H -0.3993 -0.8071 1.9261  -0.09
H -0.3108 -3.3219 1.0833  0.02
H 1.4863 1.0680 0.6604  0.00
H 2.6718 -0.0419 -1.6983  0.00
H 1.3189 1.1209 -1.8623  0.02
H 3.9886 1.6945 -0.9968  0.00
H 2.9177 2.4553 -0.2143  0.00
H -3.1759 -2.5346 -0.8370  0.00
H -2.9025 -2.5501 0.7412  0.01
O -3.3341 -2.1010 0.0076  0.02
H -2.9227 3.2577 0.8563  0.00
H -2.2103 2.0686 0.3264  0.00
O -3.0416 2.3026 0.8028  0.01

Spin multiplicity: 2
HOMO-LUMO gap (spin up / spin down), eV: 3.406 / 7.089
E_LUMO (spin up / spin down), eV: 3.44 / 3.25
Relative energy (zero: lowest compared OMol25 entry of this formula, charge and spin), eV: 0.6905
Calculated total energy, eV: -15543.3691
Charge: -1
HOMO (spin up / spin down), eV: 0.03 / -3.84